[1]
Below is a molecular structure, C19H19HgN6O2 in a non-equilibrium geometry, with properties calculated with wB97M-V/def2-TZVPD.

```
47
C19H19HgN6O2 wB97M-V/def2-TZVPD
Hg 0.548 -0.791 0.476
C 0.183 3.907 1.568
C 0.106 2.406 1.613
N 0.964 1.694 0.996
N 2.048 2.204 0.409
C 2.323 1.591 -0.745
O 1.527 0.838 -1.364
C 3.681 1.885 -1.313
C 4.458 2.941 -0.848
C 5.692 3.207 -1.428
C 6.161 2.411 -2.466
C 5.396 1.345 -2.919
C 4.156 1.087 -2.348
C -0.987 1.672 2.326
C -2.102 2.337 2.838
C -3.143 1.604 3.383
C -3.045 0.224 3.445
C -1.879 -0.356 2.973
N -0.883 0.338 2.427
H 0.601 4.211 0.609
H 0.858 4.277 2.346
H -0.784 4.387 1.700
H 4.083 3.548 -0.035
H 6.284 4.045 -1.078
H 7.119 2.627 -2.925
H 5.759 0.722 -3.727
H 3.539 0.268 -2.693
H -2.163 3.415 2.814
H -4.019 2.113 3.767
H -3.839 -0.386 3.856
H -1.728 -1.430 3.037
C -4.778 -2.159 0.416
N -4.057 -0.941 0.046
C -4.694 0.237 -0.160
C -4.029 1.358 -0.501
C -2.614 1.225 -0.657
N -1.986 0.088 -0.458
C -2.659 -1.036 -0.091
O -2.116 -2.110 0.142
N -1.854 2.268 -1.038
H -5.847 -1.973 0.344
H -4.519 -2.460 1.430
H -4.493 -2.969 -0.250
H -5.769 0.222 -0.040
H -4.544 2.292 -0.667
H -2.249 3.169 -1.225
H -0.858 2.116 -1.133
```

Properties
* 2S+1: 2
* F_max: 1.02 eV/A
* <S²>: 0.755
* Kohn-Sham gap (spin up / spin down): 7.154 / 6.382 eV
* charge: 0
* relative energy (zero: lowest compared OMol25 entry of this formula, charge and spin): 47.2 kJ/mol
* HOMO energy (spin up / spin down): -7.00 / -7.42 eV

Mulliken population analysis, charges in e, atoms 1 to 4:
1. Hg 0.564
2. C -1.437
3. C 0.282
4. N 0.374


[2]
Below is a molecular structure, C19H19MnOS, with properties calculated with wB97M-V/def2-TZVPD.

```
41
C19H19MnOS wB97M-V/def2-TZVPD
Mn 2.421 -0.337 -1.048
C 3.926 -1.173 2.004
C 3.818 -0.263 0.812
C 2.983 0.865 0.828
C 2.993 1.821 -0.226
C 2.215 3.096 -0.104
C 3.835 1.599 -1.316
C 4.683 0.476 -1.370
C 5.724 0.346 -2.447
C 4.621 -0.467 -0.325
H 3.303 -2.062 1.891
H 3.612 -0.660 2.911
H 4.954 -1.509 2.127
H 2.445 1.098 1.736
H 1.249 3.015 -0.606
H 2.760 3.917 -0.566
H 2.034 3.338 0.942
H 3.925 2.364 -2.077
H 5.336 -0.150 -3.338
H 6.573 -0.234 -2.091
H 6.074 1.331 -2.751
H 5.309 -1.303 -0.336
C -7.452 -1.878 2.128
C -6.870 -1.989 0.761
O -6.600 -2.911 0.097
S -6.511 -0.152 0.108
C -4.830 -0.223 -0.165
C -4.196 -1.331 -0.797
C -2.845 -1.322 -0.974
C -2.065 -0.227 -0.519
C -2.703 0.890 0.083
C -4.056 0.907 0.235
C -0.663 -0.244 -0.662
C 0.545 -0.287 -0.820
H -7.748 -2.864 2.479
H -8.306 -1.199 2.120
H -6.703 -1.451 2.798
H -4.783 -2.164 -1.150
H -2.356 -2.144 -1.478
H -2.104 1.725 0.418
H -4.550 1.755 0.688
```

Properties
* 2S+1: 5
* F_max: 0.74 eV/A
* <S²>: 6.131
* Kohn-Sham gap (spin up / spin down): 6.821 / 5.616 eV
* charge: +2
* HOMO energy (spin up / spin down): -14.47 / -14.72 eV

Mulliken population analysis, charges in e, atoms 1 to 4:
1. Mn 0.472
2. C -1.470
3. C 0.369
4. C -0.456


[3]
Below is a single C19H19N3O2 molecule in a non-equilibrium geometry, with properties calculated with wB97M-V/def2-TZVPD.

```
43
C19H19N3O2 wB97M-V/def2-TZVPD
C -3.545 -2.064 0.959
C -3.566 -0.731 0.251
N -2.541 -0.127 -0.206
N -1.301 -0.635 -0.131
C -0.223 0.093 -0.568
O -0.312 1.223 -0.992
C 1.080 -0.625 -0.441
C 1.212 -2.008 -0.506
C 2.471 -2.572 -0.395
C 3.593 -1.786 -0.215
C 3.477 -0.396 -0.170
N 4.595 0.424 0.000
C 4.450 1.838 0.308
C 5.849 2.263 0.755
C 6.753 1.310 -0.015
C 5.900 0.068 -0.211
O 6.312 -1.025 -0.515
C 2.210 0.170 -0.291
C -4.848 -0.049 0.049
C -4.861 1.324 -0.206
C -6.053 1.991 -0.404
C -7.255 1.301 -0.356
C -7.253 -0.062 -0.119
C -6.062 -0.735 0.084
H -4.387 -2.144 1.639
H -2.632 -2.182 1.543
H -3.600 -2.881 0.237
H -1.137 -1.547 0.292
H 0.358 -2.647 -0.680
H 2.583 -3.645 -0.449
H 4.564 -2.244 -0.131
H 4.137 2.391 -0.586
H 3.703 1.981 1.091
H 5.964 2.104 1.828
H 6.046 3.310 0.538
H 7.005 1.700 -1.004
H 7.681 1.064 0.497
H 2.059 1.237 -0.287
H -3.918 1.845 -0.245
H -6.049 3.054 -0.595
H -8.188 1.823 -0.508
H -8.185 -0.608 -0.093
H -6.084 -1.802 0.246
```

Properties
* F_max: 1.15 eV/A
* Kohn-Sham gap: 8.755 eV
* charge: 0
* relative energy (zero: lowest compared OMol25 entry of this formula, charge and spin): 166.9 kJ/mol
* HOMO energy: -8.41 eV
* SMILES: C/C(=N\NC(=O)c1cccc(N2CCCC2=O)c1)c1ccccc1

Mulliken population analysis, charges in e, atoms 1 to 4:
1. C -1.728
2. C 0.914
3. N -0.701
4. N 0.106


[4]
Below is a single C19H19N3O2 molecule, with properties calculated with wB97M-V/def2-TZVPD.

```
43
C19H19N3O2 wB97M-V/def2-TZVPD
C 2.512 -6.041 -0.608
C 2.472 -5.050 -1.774
C 1.548 -3.909 -1.461
C 2.010 -2.783 -0.792
C 1.160 -1.744 -0.462
C -0.195 -1.824 -0.779
N -1.096 -0.800 -0.470
C -1.095 0.044 0.602
N -1.820 1.092 0.550
C -1.759 1.990 1.686
C -0.522 2.858 1.418
O 0.528 2.634 1.978
C -0.670 3.927 0.407
C 0.243 4.982 0.436
C 0.141 6.019 -0.471
C -0.865 6.006 -1.424
C -1.762 4.950 -1.471
C -1.675 3.916 -0.558
C -1.620 1.260 3.022
C -0.547 0.197 2.966
O 0.059 -0.224 3.918
N -0.364 -0.344 1.716
C -0.660 -2.940 -1.471
C 0.202 -3.965 -1.804
H 3.182 -6.867 -0.835
H 1.519 -6.440 -0.416
H 2.863 -5.548 0.296
H 2.131 -5.566 -2.673
H 3.479 -4.671 -1.958
H 3.057 -2.707 -0.538
H 1.559 -0.857 0.007
H -1.809 -0.589 -1.153
H -2.664 2.606 1.676
H 1.022 4.970 1.183
H 0.845 6.837 -0.437
H -0.945 6.815 -2.135
H -2.537 4.937 -2.224
H -2.356 3.082 -0.609
H -1.383 1.957 3.826
H -2.559 0.754 3.267
H 0.252 -1.144 1.652
H -1.704 -2.995 -1.745
H -0.176 -4.824 -2.339
```

Properties
* F_max: 0.79 eV/A
* Kohn-Sham gap: 8.705 eV
* charge: 0
* relative energy (zero: lowest compared OMol25 entry of this formula, charge and spin): 92.0 kJ/mol
* HOMO energy: -8.34 eV
* SMILES: CCc1ccc(NC2=N[C@H](C(=O)c3ccccc3)CC(=O)N2)cc1

Mulliken population analysis, charges in e, atoms 1 to 4:
1. C -1.066
2. C -0.988
3. C 0.649
4. C -0.608


[5]
Below is a single C19H19N3O5S molecule in a non-equilibrium geometry, with properties calculated with wB97M-V/def2-TZVPD.

```
47
C19H19N3O5S wB97M-V/def2-TZVPD
O -0.455 -0.803 -2.314
C 0.396 -1.153 -1.523
C 1.873 -0.995 -1.849
O 2.696 -1.237 -0.718
C 3.930 -0.691 -0.765
O 4.340 -0.077 -1.708
C 4.736 -1.016 0.471
C 4.056 -0.663 1.795
C 3.712 0.831 1.900
C 2.441 1.149 1.204
N 2.337 1.738 0.079
C 1.039 1.866 -0.329
C 0.607 2.441 -1.520
C -0.744 2.471 -1.791
C -1.670 1.947 -0.892
C -1.266 1.376 0.298
C 0.090 1.333 0.571
S 0.904 0.660 1.949
N 0.149 -1.733 -0.326
C -1.097 -2.043 0.282
O -1.100 -2.526 1.389
N -2.168 -1.790 -0.479
C -3.516 -2.022 0.003
C -4.221 -0.741 0.309
C -4.363 -0.041 1.471
C -5.090 1.130 1.142
C -5.333 1.052 -0.194
O -4.811 -0.073 -0.707
H 2.054 0.015 -2.235
H 2.124 -1.703 -2.649
H 5.685 -0.485 0.381
H 4.938 -2.090 0.451
H 3.148 -1.254 1.924
H 4.743 -0.924 2.602
H 4.511 1.431 1.462
H 3.604 1.096 2.954
H 1.335 2.845 -2.206
H -1.092 2.904 -2.715
H -2.723 1.986 -1.128
H -1.979 0.969 0.998
H 0.949 -1.958 0.254
H -2.029 -1.318 -1.368
H -4.071 -2.573 -0.762
H -3.433 -2.622 0.912
H -3.999 -0.328 2.436
H -5.387 1.913 1.809
H -5.849 1.707 -0.868
```

Properties
* F_max: 1.08 eV/A
* Kohn-Sham gap: 9.333 eV
* charge: 0
* relative energy (zero: lowest compared OMol25 entry of this formula, charge and spin): 1.6 kJ/mol
* HOMO energy: -8.79 eV
* SMILES: O=C(COC(=O)CCCc1nc2ccccc2s1)NC(=O)NCc1ccco1

Mulliken population analysis, charges in e, atoms 1 to 4:
1. O -0.681
2. C 0.549
3. C -0.514
4. O -0.310